[1]
This record from the Open Molecules 2025 dataset describes C20H24IrN3O4S as an isolated structure at a distorted geometry. The level of theory is ωB97M-V with the def2-TZVPD basis set.

```
! RIJCOSX wB97M-V def2-TZVPD def2/J DEFGRID3
* xyz 1 2
H -1.79371 3.17916 0.89601
C 1.66405 0.53137 -1.64289
O 1.62255 -0.58124 1.75764
C 2.38663 -1.79046 -1.25813
H 3.83208 1.07348 -0.09164
N -1.14855 1.85839 -0.60007
H 1.30424 4.09927 -0.91745
H -0.73711 1.61090 3.71061
C -0.47808 2.96022 -1.26585
C -2.18944 1.12730 1.45503
H -2.74744 1.45291 2.33635
H 4.83068 -2.99651 0.73485
C 2.56121 -0.39017 -1.04195
Ir 0.36841 0.19117 0.08297
H 0.08840 4.37621 0.31169
N -0.85257 0.62638 1.83257
C 3.64480 0.01487 -0.22095
H 0.22525 -4.12402 2.95422
C -1.36778 -4.18936 1.47749
C -1.33386 -2.36802 -0.04870
H 3.04288 -3.76589 -0.79270
O -1.09205 -0.49903 -1.40304
O -2.74915 -1.93292 -1.87028
S 1.37111 2.43789 0.76232
C -0.10023 1.38840 2.84851
C 4.44350 -0.91145 0.40245
C 1.45616 -1.78379 2.21592
N -0.27612 -1.85293 0.57579
O 2.13472 -2.33704 3.04716
C 4.21173 -2.27347 0.22183
H 1.95311 1.57499 -1.65471
H -2.77987 -3.92028 -0.15259
C 0.27613 -2.47125 1.62349
H -0.20783 3.48446 2.22099
C 0.50088 2.66807 2.34116
H 1.01546 0.18701 -2.44187
H -1.59879 1.25842 -1.29226
H -1.80510 -5.11026 1.83952
H -3.10029 2.41007 0.02231
C 0.52564 3.61285 -0.33093
C -1.80592 -1.57780 -1.21273
H -2.72284 0.28516 1.01111
H 5.25008 -0.58673 1.04515
C -2.10589 2.24097 0.44089
C -0.25113 -3.65507 2.10430
H 0.70072 0.73534 3.17595
H 1.24658 2.98969 3.06771
H -1.17901 3.71816 -1.62903
C 3.19308 -2.70703 -0.62669
H 1.60639 -2.11162 -1.93894
H -0.97755 -0.30448 2.22123
C -1.91788 -3.54340 0.38000
H 0.03588 2.55080 -2.13179
*
```

Results
HOMO-LUMO gap (spin up / spin down)	0.2058 / 0.2112	Eh
energy relative to the best compared isomer or geometry (same formula, charge and spin)	56.8	kcal/mol

=====

[2]
This record from the Open Molecules 2025 dataset describes a 2-piece molecular cluster, C5H4O2 overall. The level of theory is ωB97M-V with the def2-TZVPD basis set.

```
! RIJCOSX wB97M-V def2-TZVPD def2/J DEFGRID3
* xyz 0 1
O 0.43501 -1.72975 1.88537
C 0.38166 -0.94942 0.99911
C 1.59544 -0.39583 0.11325
C 0.81699 0.48494 -0.76534
C -0.98786 -0.23350 0.44857
H 2.32073 0.11668 0.75194
H -2.16584 1.62352 -1.90525
C -0.40457 0.56675 -0.62585
H 2.09762 -1.22519 -0.39329
H -2.01970 2.16316 -1.41630
O -2.06949 -0.42135 0.90779
*
```

Results
HOMO-LUMO gap (spin up / spin down)	0.3417 / 0.3417	Eh
SMILES string	O=C1C#CCC1=O.[H][H]
energy relative to the best compared isomer or geometry (same formula, charge and spin)	117.9	kcal/mol

=====

[3]
This record from the Open Molecules 2025 dataset describes a 14-piece molecular cluster, C5H40N3O13 overall at a distorted geometry. The level of theory is ωB97M-V with the def2-TZVPD basis set.

```
! RIJCOSX wB97M-V def2-TZVPD def2/J DEFGRID3
* xyz 1 1
H 1.80856 3.64256 0.82954
H 0.80021 0.16185 2.04205
H -2.46480 -0.78989 0.97490
H -0.18968 2.02364 -4.14001
H -2.84980 -2.94185 1.25970
O 3.18083 -2.25784 -1.60744
C 3.35327 0.45124 1.33874
H -1.39614 -3.34869 -1.82694
O -2.72595 0.60730 -4.11947
O 0.32409 2.97250 -0.92330
H -2.47509 -0.31145 -4.04228
C -1.00034 0.36301 -0.14759
O 2.76618 1.40910 -1.86341
H 2.98417 1.51413 -0.89447
O -2.16879 -3.58532 -1.28810
H 3.27382 -3.16207 -1.29690
H 0.48502 -2.62000 -3.89095
O -3.14810 -1.04365 -1.72742
H 0.62983 -2.55962 0.96336
H 1.62071 2.36285 2.65904
H -0.91219 -1.62396 -0.84329
O -2.49131 -0.16440 3.32862
H -3.31509 0.87497 -3.41287
H 0.02773 2.18644 3.34682
O -0.33771 1.73203 -3.22890
H 2.33379 -0.50936 -0.06533
H -1.21840 0.93469 -1.05751
N -2.34639 0.16156 0.56696
H -2.46567 0.87789 1.28692
O -0.93420 2.31306 3.34767
H -3.86100 -2.27299 2.33343
C -0.25586 -0.97646 -0.29820
N 3.70087 1.45277 0.64704
C 0.18648 -1.55999 1.07363
O -3.08860 -2.14388 1.75392
H -0.68386 -1.63944 1.71506
H 1.48721 -1.18568 2.75572
H 3.32281 0.72015 -2.23860
H -1.77769 -0.79809 3.49156
H 0.38476 3.48057 0.80504
H 0.58928 1.47981 -3.05172
H -2.13046 0.51620 3.92743
H -3.13423 0.29558 -0.08255
H 2.60448 2.44645 3.95869
H -0.50185 1.02149 0.54929
C 1.32991 -0.79427 1.75182
N 2.48903 -0.53754 0.94430
O 2.01889 1.89295 3.43177
H -2.44593 -4.43871 -1.65032
H 1.35041 -2.88995 -2.73874
H 4.51187 1.99045 0.90819
H 0.64802 -0.70452 -0.82654
O 1.09189 3.52871 1.47057
H -0.04273 2.94243 -1.82333
H 3.86180 -1.89502 -2.17051
H -3.13141 -2.01010 -1.56705
H -1.10924 3.25000 3.43376
O 0.40663 -2.79725 -2.94437
H -3.84197 -1.01219 -2.39905
H 1.20612 2.62212 -1.12190
H 3.66580 0.34574 2.39351
*
```

Results
HOMO-LUMO gap	0.3494	Eh
energy relative to the best compared isomer or geometry (same formula, charge and spin)	10.8	kcal/mol

=====

[4]
This record from the Open Molecules 2025 dataset describes C31H67N2O10P as an isolated structure at a distorted geometry. The level of theory is ωB97M-V with the def2-TZVPD basis set.

```
! RIJCOSX wB97M-V def2-TZVPD def2/J DEFGRID3
* xyz 0 1
H 18.18536 13.70719 -19.27053
H 16.47570 28.19918 -15.31203
H 18.88479 27.68577 -15.23281
H 13.24193 24.90502 -14.16841
P 15.62575 27.04878 -17.29116
O 20.71733 20.21136 -18.99006
C 17.28371 27.33490 -19.68450
H 15.75076 17.20710 -9.87190
H 18.15078 25.13889 -16.75546
C 18.83536 15.76648 -16.44946
H 10.40982 29.15300 -16.73201
O 18.82119 21.39414 -19.04250
H 20.83857 15.86687 -17.07571
H 12.87495 23.16182 -14.13522
H 16.75891 28.11285 -20.23902
C 18.19482 15.37358 -17.79260
C 20.90343 15.52487 -12.37899
C 13.85165 17.98396 -9.51607
H 22.13146 14.17997 -15.08174
H 13.78598 15.15296 -9.84481
H 19.73695 28.34680 -20.70002
O 16.92946 20.47426 -15.23917
H 13.46947 27.83549 -18.16377
H 22.56343 14.04307 -12.78862
C 13.78091 28.86317 -16.40194
H 13.78891 28.15476 -15.57358
O 16.92610 24.82604 -8.56421
H 16.98583 28.82905 -16.80393
C 19.46300 25.25330 -15.25902
H 19.59302 14.50273 -13.69880
C 19.24010 27.61535 -21.33737
C 13.45336 17.41796 -8.20125
H 19.61935 25.45799 -14.19989
H 20.45131 14.68299 -11.85465
C 18.36685 27.26857 -16.09640
H 15.73103 24.93821 -16.26192
H 18.83624 20.97309 -18.17989
O 16.40906 22.88848 -9.41135
C 11.33365 28.65044 -17.01847
C 14.94653 25.68894 -16.35712
H 20.17617 27.21483 -21.72655
H 13.18250 18.31043 -7.63713
H 14.44583 29.69162 -16.15770
H 22.95907 15.53869 -15.09338
H 12.48874 30.27171 -17.27720
C 12.43825 29.47110 -16.53924
H 11.28579 27.67652 -16.53134
O 15.51457 19.07303 -14.32809
H 16.07218 20.16864 -15.54456
O 15.77354 24.59056 -10.40913
H 16.63908 25.39915 -18.76050
H 14.25621 16.79830 -7.80180
H 15.34989 26.21424 -19.46156
H 17.92718 26.13191 -21.35375
C 13.64206 25.08780 -16.98242
C 16.37313 24.19813 -9.42262
H 19.47539 24.17914 -15.44378
N 14.85196 17.12797 -10.32578
C 22.14594 15.10751 -14.50942
H 18.63279 16.78177 -16.10852
H 13.87788 24.72904 -17.98432
C 21.04955 17.38739 -14.88903
C 19.97526 15.51866 -13.59940
C 18.39861 26.64872 -20.51783
C 22.26460 15.07332 -12.98197
C 12.86481 24.06282 -14.74856
H 20.40534 14.28007 -16.25045
H 20.98045 16.46948 -11.84059
H 14.65514 29.03620 -18.37182
H 11.40231 28.33941 -18.06089
C 14.20485 15.73545 -10.66538
C 16.43143 19.91287 -14.20682
C 16.26229 26.41252 -18.89914
H 18.79181 28.32373 -22.03402
H 12.81918 25.79888 -16.90949
H 21.44780 17.63986 -13.90630
H 14.07868 23.23498 -16.25435
H 19.03496 27.40648 -16.94652
H 17.85471 13.31902 -17.57465
H 14.96651 17.60584 -11.20817
H 15.14213 15.26216 -10.95797
H 21.67335 17.75288 -15.70475
H 15.88193 22.90229 -10.21356
C 20.29876 15.36461 -16.27294
H 20.08764 17.89357 -14.97028
H 20.27384 25.61167 -15.89323
H 13.38389 15.92626 -11.35655
H 14.75921 26.07527 -15.35524
O 17.08517 19.98475 -13.17429
O 13.61282 19.07651 -9.95723
H 18.31704 16.05780 -18.63225
C 19.99710 21.03540 -19.54291
C 18.20537 25.73129 -15.84213
C 13.20706 23.88926 -16.23707
H 12.42061 23.41089 -16.82082
H 19.18637 16.27074 -13.58793
H 17.12665 15.47090 -17.59858
C 16.98615 27.90329 -16.22854
H 12.16486 29.92093 -15.58477
C 18.46287 13.93125 -18.24054
H 17.45852 25.41498 -15.11393
H 17.83568 27.82928 -18.88511
N 20.85696 15.84515 -14.83474
H 12.49550 16.89777 -8.20622
H 23.03567 15.76933 -12.65162
H 11.84334 24.41905 -14.61518
C 14.33750 28.26829 -17.66647
H 19.47319 13.53442 -18.14108
O 20.62654 21.39795 -20.55171
H 18.90185 25.91171 -19.89201
H 18.27584 15.18015 -15.72059
*
```

Results
HOMO-LUMO gap	0.1105	Eh
energy relative to the best compared isomer or geometry (same formula, charge and spin)	214.0	kcal/mol

=====

[5]
This record from the Open Molecules 2025 dataset describes a 2-piece molecular cluster, C4H7NO overall at a distorted geometry. The level of theory is ωB97M-V with the def2-TZVPD basis set.

```
! RIJCOSX wB97M-V def2-TZVPD def2/J DEFGRID3
* xyz 0 1
O 1.33587 -0.20955 2.24108
H 0.73926 1.22915 -0.88625
H -0.54990 -0.46237 -2.30813
C -0.13081 -0.76279 -1.35683
H -0.92239 -0.91343 0.71222
N -2.51551 1.68912 -0.29712
C -1.74843 0.82784 -0.20172
C 0.66409 0.19809 -0.55329
H 0.16869 -1.80275 -1.27359
H 0.47251 -0.10642 1.82274
H 1.53591 -0.17119 -0.02484
C -0.73969 -0.20300 -0.09361
H 1.69039 0.68731 2.21934
*
```

Results
HOMO-LUMO gap	0.4323	Eh
SMILES string	N#CC1CC1.O
energy relative to the best compared isomer or geometry (same formula, charge and spin)	45.0	kcal/mol

=====

[6]
This record from the Open Molecules 2025 dataset describes C10H8AlF18O19S6 as an isolated structure at a distorted geometry. The level of theory is ωB97M-V with the def2-TZVPD basis set.

```
! RIJCOSX wB97M-V def2-TZVPD def2/J DEFGRID3
* xyz -2 2
H 4.22025 0.81048 3.10096
C 2.43005 0.89414 1.88031
F 3.34691 4.72360 1.40694
O -2.22419 -2.81687 1.10787
F 0.13979 -3.69895 2.29771
C 3.41032 -0.57845 0.36262
C -1.76204 -2.49649 -5.32625
O -0.63353 -3.71256 -0.83445
F -6.15306 -0.64391 -2.00737
C -5.38063 0.33209 -1.40894
F -5.04149 1.22179 -2.33040
O 0.92681 3.49325 0.14180
F -1.46278 4.85437 1.84478
O -0.82657 -0.86103 0.92092
O -2.50767 -1.06622 2.71315
O -2.33798 -2.85208 -2.66351
F -0.51712 -2.80904 -5.53119
O -4.26149 -0.18317 0.97835
H 5.34134 -0.43522 1.36887
F 1.73339 -5.46302 -0.48392
S -3.93743 -0.43754 -0.43668
F -2.41561 -3.66236 -5.44034
O 0.92863 -1.85100 -1.36475
C 4.51022 0.18494 1.03306
F -2.11964 -1.59201 -6.30977
O 2.24776 0.19838 0.61115
C -0.33831 -2.68403 2.96370
F 4.07242 5.58269 -0.57282
F 3.09358 -3.88028 -1.33491
S -1.93481 2.13556 2.29749
O -0.96329 -0.82735 -3.21015
O 2.16319 3.03546 -1.73487
S 1.88133 4.11903 -0.76865
F -2.49934 4.33992 3.73386
S -1.53552 -1.81471 1.82325
H 3.15125 -1.53407 0.81843
O -3.27931 -0.86678 -3.66458
O -1.50990 1.95852 0.91888
H 3.72247 -0.82759 -0.65158
F 2.13011 -3.67267 0.61362
H 4.07870 2.08735 1.90643
H 4.92388 0.80169 0.23518
F -0.97544 -3.08553 4.05774
S -2.11777 -1.70232 -3.56569
O 1.40460 5.29495 -1.42087
C -2.38376 4.06905 2.44643
C 1.99538 -4.15714 -0.59997
O -3.19687 1.40251 2.60928
F 0.66850 -1.80941 3.34345
F -6.21378 0.93746 -0.60951
O 0.67191 -3.64520 -2.94366
C 3.91643 1.02291 2.07594
O -0.96405 1.74849 3.36994
F -3.57995 4.21360 1.91097
Al 0.15952 0.95915 -1.21224
C 3.51432 4.57846 0.08016
O -2.71627 0.22753 -0.87508
S 0.60565 -3.26188 -1.52615
H 1.84600 1.80428 2.01676
O -3.84572 -1.84906 -0.74472
H 2.07073 0.28373 2.70880
F 4.32989 3.46252 -0.12584
*
```

Results
HOMO-LUMO gap (spin up / spin down)	0.1432 / 0.1714	Eh